C84H184N8O12 | ωB97M-V/def2-TZVPD

Its calculated total energy is -4651.3334 a.u. The calculation puts the highest occupied orbital energy at -0.2963 Ha. The structure (SMILES) is CC1(C)CCCC(C)(C)N1O.CC1(C)CCCC(C)(C)N1O.CC1(C)CCCC(C)(C)N1O.CC1(C)CCCC(C)(C)N1O.CC1(C)CCCC(C)(C)N1O.CC1(C)CCCC(C)(C)N1O.CC1(C)CCCC(C)(C)N1O.CC1(C)CCCC(C)(C)N1O.CC(C)O.CC(C)O.CC(C)O.CC(C)O. For the LUMO energy, the calculation gives 0.31 eV. Its molecular weight is 1498.440 g/mol.

Geometry (Å):
C (-8.6908, -0.6913, 4.2368)
C (-7.1980, -1.0957, 4.2628)
C (-7.0387, -2.1939, 5.3236)
C (-6.8198, -1.7881, 2.9140)
C (-6.6174, -0.8364, 1.7512)
C (-5.5785, 0.2165, 2.1712)
C (-5.8302, 0.9386, 3.5371)
C (-4.5999, 1.7765, 3.9119)
C (-6.9789, 1.9816, 3.3083)
N (-6.2481, 0.0179, 4.5568)
O (-6.4703, 0.6341, 5.8009)
H (-8.8557, -0.2535, 5.2213)
H (-9.0385, -0.0252, 3.4472)
H (-9.3402, -1.5637, 4.1637)
H (-7.2983, -1.8499, 6.3248)
H (-7.5693, -3.1186, 5.0971)
H (-5.9728, -2.4201, 5.3542)
H (-5.8956, -2.3519, 3.0409)
H (-7.5755, -2.5006, 2.5835)
H (-6.3584, -1.3240, 0.8114)
H (-7.5156, -0.2740, 1.4964)
H (-5.7018, 1.0568, 1.4880)
H (-4.5769, -0.1800, 2.0047)
H (-3.8922, 1.1124, 4.4082)
H (-4.9588, 2.4442, 4.6951)
H (-4.0227, 2.1803, 3.0801)
H (-7.2633, 2.4859, 4.2319)
H (-7.8364, 1.6046, 2.7510)
H (-6.6500, 2.8054, 2.6748)
H (-5.8389, 0.2418, 6.4084)
C (5.8879, -1.7270, 3.2216)
C (5.0774, -2.3598, 4.3273)
C (5.5191, -1.7781, 5.7113)
C (3.6271, -1.7777, 4.2281)
C (2.7769, -2.3869, 3.1879)
C (2.6633, -3.8587, 3.5575)
C (3.9775, -4.5659, 3.5124)
C (3.7592, -5.9761, 4.1010)
C (4.5421, -4.9223, 2.0976)
N (4.9658, -3.8682, 4.3781)
O (6.2502, -4.3860, 4.4588)
H (6.9472, -1.9782, 3.2752)
H (5.5617, -2.1008, 2.2510)
H (5.9694, -0.6426, 3.2958)
H (5.0736, -2.2527, 6.5856)
H (6.5561, -2.0952, 5.8213)
H (5.5397, -0.6898, 5.7680)
H (3.1294, -1.8094, 5.1973)
H (3.7217, -0.7252, 3.9611)
H (1.8362, -1.8604, 3.0263)
H (3.1829, -2.4279, 2.1772)
H (1.8407, -4.2903, 2.9873)
H (2.2817, -3.8540, 4.5786)
H (4.6433, -6.5860, 4.2870)
H (3.1348, -6.6336, 3.4961)
H (3.2925, -5.9653, 5.0859)
H (3.8738, -5.4758, 1.4380)
H (5.4320, -5.5502, 2.1407)
H (4.8541, -3.9658, 1.6782)
H (6.5672, -4.1694, 3.5790)
C (0.3467, 3.2896, -4.1682)
C (0.3790, 4.8335, -4.3598)
C (-1.0467, 5.4409, -3.9708)
C (1.3232, 5.4316, -3.2942)
C (2.8099, 5.1511, -3.5885)
C (3.2090, 5.6705, -5.0111)
C (2.2065, 5.2836, -6.1995)
C (2.4168, 6.2245, -7.3295)
C (2.5765, 3.8466, -6.6962)
N (0.8303, 5.3794, -5.6978)
O (-0.1288, 5.1001, -6.6732)
H (1.3082, 2.7782, -4.1220)
H (-0.2063, 3.0262, -3.2666)
H (-0.1795, 2.7752, -4.9723)
H (-1.2397, 6.3295, -4.5718)
H (-1.8812, 4.7481, -4.0789)
H (-1.2895, 5.8681, -2.9978)
H (1.2217, 6.5078, -3.1537)
H (1.0938, 4.9951, -2.3222)
H (3.3900, 5.6503, -2.8124)
H (3.0251, 4.0835, -3.5430)
H (4.1005, 5.0678, -5.1844)
H (3.6009, 6.6865, -4.9622)
H (3.4702, 6.3323, -7.5879)
H (1.9218, 7.1687, -7.1023)
H (1.9187, 5.8734, -8.2332)
H (2.4871, 3.1591, -5.8551)
H (3.5763, 3.7384, -7.1167)
H (1.8285, 3.6663, -7.4682)
H (-0.4544, 5.9360, -7.0151)
C (2.8729, -1.9874, -1.5510)
C (4.1120, -1.8097, -2.4981)
C (4.5035, -3.2603, -3.1503)
C (3.7843, -0.8625, -3.6931)
C (3.8544, 0.6074, -3.4593)
C (5.1638, 0.9879, -2.8158)
C (5.5167, 0.1833, -1.5561)
C (7.0506, 0.4080, -1.3042)
C (4.6866, 0.6249, -0.2686)
N (5.3338, -1.2883, -1.8576)
O (5.8192, -2.0902, -0.8787)
H (3.1073, -2.5620, -0.6549)
H (2.4295, -1.0113, -1.3538)
H (2.1173, -2.6204, -2.0163)
H (5.3536, -3.2255, -3.8315)
H (4.5827, -4.0328, -2.3854)
H (3.6805, -3.4983, -3.8243)
H (4.5294, -1.2024, -4.4124)
H (2.7603, -0.9838, -4.0463)
H (3.7482, 1.1246, -4.4129)
H (3.0470, 0.9259, -2.7999)
H (5.0490, 2.0446, -2.5743)
H (5.8917, 0.8442, -3.6144)
H (7.4409, -0.0167, -0.3794)
H (7.3355, 1.4596, -1.3395)
H (7.7312, -0.0037, -2.0494)
H (5.1452, 0.1984, 0.6235)
H (3.6352, 0.3623, -0.3854)
H (4.7064, 1.7108, -0.1757)
H (6.7136, -2.3476, -1.1143)
C (0.7252, 3.7090, 6.0174)
C (1.3900, 2.4284, 5.4777)
C (0.8391, 1.2043, 6.2692)
C (0.7700, 2.1146, 4.0182)
C (1.4965, 2.8448, 2.8973)
C (3.0062, 2.6783, 3.0021)
C (3.5881, 3.1182, 4.4040)
C (5.1171, 2.7019, 4.4763)
C (3.4955, 4.6472, 4.4921)
N (2.8536, 2.4231, 5.4767)
O (3.4452, 2.6005, 6.7536)
H (1.2286, 4.1376, 6.8840)
H (0.5251, 4.4605, 5.2536)
H (-0.3003, 3.5974, 6.3695)
H (1.1189, 1.2849, 7.3195)
H (-0.2036, 0.8879, 6.2413)
H (1.3692, 0.2814, 6.0342)
H (0.6066, 1.0539, 3.8271)
H (-0.2504, 2.4840, 3.9160)
H (1.0568, 2.6280, 1.9238)
H (1.3705, 3.9274, 2.8874)
H (3.4998, 3.1858, 2.1733)
H (3.3401, 1.6501, 2.8627)
H (5.2246, 1.6174, 4.4557)
H (5.6149, 3.1991, 5.3088)
H (5.6009, 3.1283, 3.5976)
H (3.7086, 5.1003, 3.5240)
H (4.0833, 5.0735, 5.3050)
H (2.4347, 4.8273, 4.6664)
H (3.8867, 1.7593, 6.8919)
C (0.0854, -7.6447, 2.2707)
C (0.2947, -8.1019, 0.7905)
C (0.8637, -9.5012, 0.7776)
C (-1.1632, -8.1517, 0.1041)
C (-1.6921, -6.7372, -0.2806)
C (-0.7446, -6.0636, -1.2309)
C (0.7140, -5.9292, -0.6619)
C (1.5337, -5.6737, -1.9347)
C (0.8396, -4.6961, 0.2278)
N (1.1195, -7.2107, -0.0212)
O (2.5272, -7.3068, 0.1516)
H (-0.3853, -6.6615, 2.2652)
H (-0.7342, -8.1673, 2.7638)
H (0.9593, -7.6967, 2.9201)
H (0.9642, -9.8411, -0.2531)
H (1.8357, -9.5189, 1.2705)
H (0.1882, -10.0520, 1.4321)
H (-1.1336, -8.8935, -0.6941)
H (-1.8860, -8.4995, 0.8421)
H (-2.6565, -6.8655, -0.7721)
H (-1.8883, -6.0944, 0.5776)
H (-1.1655, -5.0705, -1.3877)
H (-0.7472, -6.5633, -2.1997)
H (1.6216, -6.5826, -2.5299)
H (2.5519, -5.3660, -1.6965)
H (1.0228, -4.8954, -2.5015)
H (1.8231, -4.7064, 0.6975)
H (0.1412, -4.5062, 1.0429)
H (0.8236, -3.7855, -0.3712)
H (2.7392, -7.5718, -0.7465)
C (2.7621, -0.3366, -7.4717)
C (1.7334, -1.4588, -7.1224)
C (0.8697, -1.4984, -8.4488)
C (2.3981, -2.7933, -6.9495)
C (1.4462, -3.8465, -6.3206)
C (0.7932, -3.2878, -5.0448)
C (0.0127, -1.9600, -5.2201)
C (-1.2718, -2.2243, -5.9265)
C (-0.2421, -1.3694, -3.8363)
N (0.9098, -1.0195, -5.9141)
O (0.3343, 0.2415, -6.0661)
H (3.2351, -0.1382, -6.5100)
H (3.5110, -0.7532, -8.1453)
H (2.4453, 0.6705, -7.7429)
H (0.4329, -0.5198, -8.6480)
H (1.4578, -1.7791, -9.3226)
H (0.0087, -2.1630, -8.3778)
H (2.7755, -3.1796, -7.8963)
H (3.2909, -2.5989, -6.3552)
H (0.6866, -4.1670, -7.0337)
H (1.9804, -4.7522, -6.0335)
H (1.5999, -3.2603, -4.3123)
H (0.0644, -3.9898, -4.6396)
H (-1.3097, -3.0256, -6.6644)
H (-1.5648, -1.3099, -6.4423)
H (-2.0465, -2.4509, -5.1939)
H (-0.8520, -2.0804, -3.2789)
H (-0.7982, -0.4325, -3.8035)
H (0.6483, -1.2352, -3.2221)
H (0.8946, 0.7240, -5.4538)
C (-3.7019, 7.9519, -0.4922)
C (-3.0450, 7.8871, 0.9261)
C (-2.1964, 9.1874, 1.1785)
C (-4.1573, 7.9274, 2.0498)
C (-4.8412, 6.6148, 2.2073)
C (-3.8097, 5.5232, 2.6723)
C (-2.6954, 5.4324, 1.5445)
C (-1.5252, 4.6667, 2.2438)
C (-3.2882, 4.5723, 0.3954)
N (-2.1023, 6.7123, 1.1219)
O (-1.0169, 6.5981, 0.2221)
H (-4.0583, 8.9261, -0.8268)
H (-2.9907, 7.6106, -1.2444)
H (-4.4986, 7.2111, -0.5601)
H (-1.6356, 9.1792, 2.1131)
H (-1.5516, 9.2048, 0.2998)
H (-2.8619, 10.0493, 1.2283)
H (-3.7139, 8.2051, 3.0060)
H (-4.8560, 8.6917, 1.7093)
H (-5.6066, 6.6155, 2.9834)
H (-5.2587, 6.4258, 1.2183)
H (-4.4827, 4.6698, 2.7548)
H (-3.3787, 5.7305, 3.6518)
H (-1.8748, 3.6412, 2.3626)
H (-1.2236, 5.0564, 3.2161)
H (-0.6388, 4.5171, 1.6274)
H (-2.5175, 4.1356, -0.2397)
H (-3.7462, 5.2050, -0.3649)
H (-3.9765, 3.7560, 0.6143)
H (-0.3145, 7.0423, 0.7026)
C (-3.7030, 1.4279, -4.4667)
C (-3.7021, 1.5628, -2.9043)
C (-5.1555, 1.7256, -2.3714)
O (-3.0744, 0.5015, -2.2775)
H (-3.9630, 2.4091, -4.8640)
H (-4.4956, 0.8201, -4.9030)
H (-2.8105, 1.0479, -4.9637)
H (-3.0280, 2.3516, -2.5704)
H (-5.8062, 2.2124, -3.0979)
H (-5.1738, 2.2440, -1.4127)
H (-5.6981, 0.7824, -2.3074)
H (-3.6620, -0.2455, -2.4131)
C (-1.5550, -1.0304, 3.6646)
C (-2.3223, -2.0269, 4.4980)
C (-1.5048, -2.8113, 5.6086)
O (-3.1777, -1.2861, 5.3411)
H (-0.7312, -1.5357, 3.1605)
H (-1.2013, -0.2076, 4.2859)
H (-2.2052, -0.5724, 2.9192)
H (-2.7358, -2.7666, 3.8124)
H (-2.0703, -3.5722, 6.1466)
H (-1.2096, -2.1816, 6.4478)
H (-0.6857, -3.2563, 5.0436)
H (-3.7779, -0.7880, 4.7815)
C (-0.3056, -1.1836, 0.1987)
C (-0.6703, 0.2635, 0.5269)
C (-0.0629, 1.3827, -0.3376)
O (-2.0538, 0.4225, 0.5125)
H (-0.5507, -1.4196, -0.8368)
H (-0.8656, -1.9078, 0.7903)
H (0.7712, -1.3306, 0.2821)
H (-0.3584, 0.5444, 1.5329)
H (1.0162, 1.3064, -0.2041)
H (-0.3872, 2.3897, -0.0751)
H (-0.3124, 1.1738, -1.3779)
H (-2.3541, 0.5037, -0.3957)
C (-3.1846, -3.4022, -0.9265)
C (-4.2746, -3.6030, -1.9863)
C (-5.7492, -3.5595, -1.5019)
O (-4.1159, -2.5940, -2.9553)
H (-2.9878, -4.3015, -0.3428)
H (-3.3643, -2.6929, -0.1187)
H (-2.2318, -3.1474, -1.3906)
H (-4.0613, -4.5168, -2.5408)
H (-6.1839, -2.5761, -1.3230)
H (-5.8921, -3.9829, -0.5077)
H (-6.4539, -4.0357, -2.1837)
H (-4.2224, -2.9628, -3.8352)

Results of the Löwdin charge analysis, in e, for atoms 1 through 99: C -0.030; C -0.473; C -0.040; C -0.135; C -0.175; C -0.112; C -0.496; C -0.016; C -0.032; N -0.112; O 0.003; H 0.081; H 0.066; H 0.081; H 0.081; H 0.089; H 0.076; H 0.113; H 0.119; H 0.094; H 0.101; H 0.106; H 0.105; H 0.064; H 0.087; H 0.080; H 0.084; H 0.064; H 0.070; H 0.106; C -0.037; C -0.457; C -0.035; C -0.163; C -0.186; C -0.148; C -0.475; C -0.046; C -0.015; N -0.090; O 0.003; H 0.082; H 0.068; H 0.081; H 0.087; H 0.071; H 0.071; H 0.119; H 0.102; H 0.103; H 0.103; H 0.109; H 0.120; H 0.081; H 0.068; H 0.082; H 0.062; H 0.082; H 0.058; H 0.077; C -0.026; C -0.413; C -0.021; C -0.155; C -0.169; C -0.097; C -0.505; C -0.058; C -0.025; N -0.105; O -0.017; H 0.050; H 0.073; H 0.077; H 0.074; H 0.064; H 0.064; H 0.120; H 0.113; H 0.106; H 0.085; H 0.098; H 0.109; H 0.094; H 0.092; H 0.080; H 0.052; H 0.085; H 0.080; H 0.101; C -0.027; C -0.409; C -0.005; C -0.153; C -0.206; C -0.146; C -0.419; C -0.042; C 0.002